A gas-phase ion, C7H12NO4 (charge +1). Source: the Open Molecules 2025 dataset; level of theory: ωB97M-V/def2-TZVPD.

## Properties
LUMO energy (eV): -3.768
Total charge: +1
Frontier orbital gap (eV): 10.36
Energy above the lowest of the compared OMol25 structures with the same formula, charge and spin (eV): 1.582
HOMO (eV): -14.13

Geometry (Å):
O 1.887 2.142 2.173
O -1.991 -1.362 -0.588
O 1.992 2.334 -0.020
O -0.968 -0.857 1.392
N 0.396 0.124 -0.547
C -2.349 -2.382 -1.465
C -0.930 -1.296 0.096
C -1.808 -2.178 -2.857
C 2.629 3.370 2.441
C 0.054 -0.074 1.774
C 0.759 0.529 0.796
C 1.593 1.736 0.945
H 2.984 3.514 3.494
H 1.867 4.243 2.316
H -1.819 -3.136 -3.352
H 0.086 0.200 2.824
H -3.442 -2.417 -1.422
H -2.444 -1.575 -3.588
H -0.869 -1.564 -2.781
H -0.168 -2.116 0.028
H 1.089 -0.204 -1.251
H 3.368 3.375 1.637
H -0.129 0.928 -1.077
H -1.786 -3.335 -0.968

These are the Mulliken partial charges, in e, on atoms 1 to 5: -0.3282, -0.2609, -0.5731, -0.3157, -0.4256


A molecular structure, C26H33CeO4. Source: the Open Molecules 2025 dataset; level of theory: ωB97M-V/def2-TZVPD.

## Properties
LUMO energy (spin up / spin down) (eV): 0.129 / 0.128
Multiplicity: 2
Frontier orbital gap (spin up / spin down) (eV): 6.71 / 8.10
HOMO (spin up / spin down) (eV): -6.58 / -7.97

Geometry (Å):
Ce -0.362 -0.516 1.837
O -0.037 0.083 -0.305
O -0.468 -0.364 5.577
O 0.200 -0.192 -6.177
O 0.572 0.762 3.825
C 0.001 1.112 -6.762
C 1.771 -1.361 2.634
C -0.243 0.520 -8.146
C -2.022 0.356 3.256
C -1.243 -1.740 -7.409
C 0.744 -1.955 3.386
C -0.026 -2.752 2.507
C 0.993 1.376 6.226
C 0.503 -2.619 1.209
C 2.253 3.287 7.028
C -2.665 -1.219 1.727
C 1.622 -1.754 1.296
C -0.025 -0.850 -7.472
C -0.408 -0.797 -1.388
C 0.784 0.987 7.573
C 2.035 2.891 8.354
C 0.205 1.290 -2.310
C -2.320 -1.007 3.083
C 1.739 2.529 5.964
C 1.303 1.739 8.625
C 1.212 -1.596 -7.910
C -0.720 0.107 -2.564
C -2.608 0.024 1.075
C -2.199 0.994 2.006
C 0.390 0.546 5.153
C 0.136 1.437 -0.807
H -2.280 -1.759 3.850
H -2.003 2.031 1.804
H 1.082 -2.005 -8.912
H 0.145 -3.121 0.327
H 0.495 0.778 -8.901
H 2.078 -0.936 -7.918
H 1.022 1.847 -0.338
H -0.848 1.633 -6.313
H -1.077 -2.563 -6.714
H 0.436 -1.457 -1.598
H -1.762 0.426 -2.532
H 0.890 1.740 -6.665
H -1.241 0.674 -8.550
H -0.723 2.030 -0.492
H -2.113 -1.181 -7.070
H -0.547 -0.386 -3.518
H 1.132 1.426 9.648
H 1.907 2.853 4.947
H -0.872 -3.360 2.777
H 0.573 -1.818 4.440
H -0.107 2.197 -2.823
H -2.796 0.197 0.029
H 1.221 1.054 -2.626
H 2.488 -0.651 3.001
H -1.465 -2.162 -8.390
H 2.432 3.476 9.173
H 0.214 0.099 7.827
H -1.688 0.830 4.162
H 1.421 -2.421 -7.230
H 2.818 4.186 6.828
H 2.221 -1.404 0.474
H -1.249 -1.404 -1.063
H -2.920 -2.164 1.277

These are the Mulliken partial charges, in e, on atoms 1 to 5: -0.1593, 0.0485, -0.7200, -0.3957, -0.5933


11 unconnected molecules or ions with the total composition C10H40F2NO14S2. Source: the Open Molecules 2025 dataset; level of theory: ωB97M-V/def2-TZVPD.

## Properties
LUMO energy (eV): 2.188
Total charge: -1
Frontier orbital gap (eV): 9.64
Energy above the lowest of the compared OMol25 structures with the same formula, charge and spin (eV): 0.000
HOMO (eV): -7.45

Geometry (Å):
S -0.219 -1.035 -1.026
S 1.037 -0.368 1.005
F -0.084 -0.743 -2.621
F 2.559 -0.100 1.334
O -0.246 -2.465 -1.022
O 1.064 0.507 -5.136
O -1.389 -0.295 -0.658
O 3.820 -1.056 -1.465
O -3.650 1.683 -3.768
O 1.662 1.880 -2.391
O 0.386 0.789 1.544
O 0.834 -0.727 6.251
O 0.303 -3.241 -5.031
O 0.235 -5.801 3.289
O 0.998 2.104 5.827
O 0.775 -1.633 1.612
O -2.824 4.217 1.363
O -3.390 -0.198 4.000
N 1.203 -0.440 -0.682
C -0.940 -2.583 -4.841
C -1.995 3.133 0.940
C -3.467 0.271 -3.630
C 1.157 -1.481 5.072
C 4.690 0.034 -1.206
C -2.124 0.014 3.331
C 0.228 1.426 -5.815
C 0.539 -5.446 1.929
C 0.500 2.629 -2.037
C 1.017 2.797 4.569
H 0.835 -4.395 1.903
H 2.202 -1.311 4.800
H -3.117 -0.271 4.919
H 4.566 0.340 -0.156
H 4.381 0.908 -1.789
H 1.716 3.633 4.683
H 0.126 1.166 -6.863
H -2.614 2.327 0.545
H 0.735 2.740 6.497
H -0.763 1.469 -5.343
H 1.016 0.196 6.023
H -1.753 -0.934 2.931
H 0.322 2.549 -0.956
H -3.031 0.028 -2.658
H 2.951 -0.838 -1.082
H 0.687 3.668 -2.291
H 0.622 2.440 -5.673
H 1.391 2.133 3.797
H -2.240 0.684 2.486
H -0.415 2.199 -2.458
H -0.825 -1.540 -4.565
H 0.990 -2.524 5.328
H -4.304 1.943 -3.112
H -1.465 -3.009 -3.973
H 0.975 -2.721 -4.581
H -4.374 -0.293 -3.843
H -1.382 0.371 4.047
H -1.540 -2.719 -5.739
H 0.514 -1.147 4.257
H -0.592 -5.383 3.537
H 1.303 -6.124 1.570
H -2.687 -0.001 -4.343
H -1.292 2.729 1.665
H 1.653 1.108 -1.799
H 0.038 3.202 4.306
H -2.271 5.002 1.367
H -0.372 -5.498 1.328
H 1.085 0.752 -4.205
H -1.489 3.469 0.026
H 5.740 -0.215 -1.322

These are the Mulliken partial charges, in e, on atoms 1 to 5: 0.7759, 0.9038, -0.3050, -0.3378, -0.6077


A molecular structure, C51H51N6O5SbTi. Source: the Open Molecules 2025 dataset; level of theory: ωB97M-V/def2-TZVPD.

## Properties
LUMO energy (spin up / spin down) (eV): -0.077 / -0.078
Frontier orbital gap (spin up / spin down) (eV): 5.10 / 5.10
Energy above the lowest of the compared OMol25 structures with the same formula, charge and spin (eV): 1.375
HOMO (spin up / spin down) (eV): -5.18 / -5.18

Geometry (Å):
Sb 1.967 -1.422 -0.534
Ti -1.913 1.237 -0.131
O -2.804 -1.433 -0.059
O 0.641 -0.466 -3.542
O -1.118 0.313 -1.724
O -0.885 -0.061 1.233
O -3.478 0.895 1.057
N -5.110 -0.131 2.257
N -0.371 -1.738 2.663
N -2.998 1.063 -2.812
N -3.130 3.350 0.275
N -3.004 1.964 -1.715
N 3.042 7.951 5.525
C 4.636 1.522 -2.452
C 0.809 5.486 4.449
C -0.180 -1.952 -5.152
C -1.093 -1.207 1.656
C -3.102 4.057 1.401
C 2.040 -3.951 -2.564
C 3.626 -0.412 -1.439
C 3.539 -3.988 -2.638
C 3.187 -2.542 0.819
C -0.061 -3.061 -1.817
C -2.552 -2.334 -5.384
C -0.437 -3.149 3.004
C -3.613 3.940 -0.830
C 0.582 4.447 2.278
C 3.845 -4.670 1.772
C -2.180 -2.083 1.027
C 2.286 6.124 2.647
C 4.616 -4.015 2.716
C -0.076 3.542 1.399
C 1.863 6.257 3.969
C 4.060 -0.380 1.835
C 3.135 -3.932 0.837
C -4.181 -1.123 0.128
C 5.843 0.866 -2.569
C 3.517 0.913 -1.880
C -4.073 5.266 -0.841
C 4.874 -1.036 -1.502
C -3.567 3.090 -1.980
C 4.665 -2.631 2.717
C 2.518 7.199 4.834
C -4.982 0.907 3.263
C -2.791 -1.410 -4.382
C -0.639 2.763 0.643
C -3.536 5.364 1.488
C -1.238 -2.593 -5.768
C 1.338 -3.012 -1.805
C -6.465 -0.641 2.098
C -0.058 -4.961 -3.258
C 5.974 -0.420 -2.066
C 1.325 -4.911 -3.276
C -4.312 -0.008 1.148
C 0.179 4.589 3.612
C -0.763 -4.023 -2.526
C -1.993 0.256 -2.697
C 1.651 5.227 1.813
C 3.958 -1.879 1.784
C -0.428 -1.045 -4.127
C -1.738 -0.761 -3.741
C 2.281 1.763 -1.731
C -4.026 5.980 0.331
C 0.740 -0.988 3.227
H -5.418 0.541 4.191
H 3.938 -4.835 -2.076
H -0.579 -5.713 -3.834
H 1.967 5.122 0.785
H 1.781 1.906 -2.688
H -3.982 3.322 -2.954
H 5.261 -2.116 3.460
H 3.990 -3.079 -2.242
H 4.545 2.542 -2.801
H -6.790 -1.122 3.019
H 0.649 -0.974 4.313
H 6.924 -0.934 -2.104
H -7.155 0.174 1.860
H -3.478 5.893 2.426
H -3.375 -2.840 -5.868
H -0.622 -2.287 -1.306
H -3.802 -1.169 -4.081
H -4.441 5.702 -1.759
H -2.693 3.554 2.266
H 2.532 -4.456 0.103
H 3.107 6.723 2.283
H -6.513 -1.370 1.295
H 5.004 -2.018 -1.060
H 0.031 -3.285 3.976
H 1.875 -5.632 -3.868
H 0.714 0.028 2.838
H 1.551 1.360 -1.023
H -0.638 3.982 3.980
H -4.523 -0.780 -0.855
H 0.491 5.595 5.476
H 0.323 0.051 -2.777
H 1.679 -1.469 2.949
H 6.686 1.363 -3.030
H -2.907 -2.379 1.792
H -1.845 -4.014 -2.528
H 0.104 -3.755 2.273
H -4.360 7.009 0.354
H -3.933 1.144 3.421
H 3.124 0.111 1.559
H 3.868 -4.094 -3.671
H -5.498 1.824 2.961
H 3.795 -5.751 1.759
H 5.176 -4.577 3.451
H 4.819 -0.008 1.145
H -1.037 -3.310 -6.554
H 0.843 -2.140 -5.441
H -4.735 -2.019 0.425
H 2.550 2.756 -1.370
H 4.325 -0.045 2.838
H -1.465 -3.495 3.081
H -1.703 -2.994 0.642

These are the Mulliken partial charges, in e, on atoms 1 to 5: 0.9657, -0.5806, -0.2850, -0.6830, 0.5746


C2H3N3 in the gas phase. Source: the Open Molecules 2025 dataset; level of theory: ωB97M-V/def2-TZVPD.

## Properties
LUMO energy (eV): 0.890
SMILES: c1c[nH]nn1
Frontier orbital gap (eV): 11.07
Energy above the lowest of the compared OMol25 structures with the same formula, charge and spin (eV): 1.390
HOMO (eV): -10.18

Geometry (Å):
N 0.722 1.334 -0.302
N -0.142 0.947 -1.157
N 0.868 0.336 0.638
C 0.013 -0.686 0.328
C -0.655 -0.277 -0.771
H 0.675 0.644 1.580
H -1.489 -0.736 -1.272
H 0.008 -1.563 0.956

These are the Mulliken partial charges, in e, on atoms 1 to 5: -0.4082, -0.1714, 0.0118, -0.1498, -0.3613


C8H4Cl2N2 in the gas phase. Source: the Open Molecules 2025 dataset; level of theory: ωB97M-V/def2-TZVPD.

## Properties
LUMO energy (spin up / spin down) (eV): -2.383 / -1.382
Frontier orbital gap (spin up / spin down) (eV): 7.56 / 8.36
Energy above the lowest of the compared OMol25 structures with the same formula, charge and spin (eV): 1.113
HOMO (spin up / spin down) (eV): -9.94 / -9.74

Geometry (Å):
Cl 2.642 0.369 1.908
Cl -2.368 -0.270 2.817
N -0.077 2.607 -2.018
N -0.863 -1.440 -2.871
C -0.142 -0.717 -2.366
C 0.034 0.272 1.806
C 1.267 -0.485 -0.347
C 0.391 0.130 -1.437
C -1.378 -0.032 1.419
C -1.816 -0.163 0.249
C 1.092 0.095 1.052
C 0.127 1.546 -1.690
H 0.292 0.502 2.813
H -2.572 -0.439 -0.326
H 1.119 -1.544 -0.290
H 2.253 -0.431 -0.718

These are the Mulliken partial charges, in e, on atoms 1 to 5: -0.2269, -0.1914, -0.3860, -0.4315, 0.0588


2 unconnected molecules or ions with the total composition C7H15N. Source: the Open Molecules 2025 dataset; level of theory: ωB97M-V/def2-TZVPD.

## Properties
LUMO energy (eV): 1.109
SMILES: C/C=C/C.C=NCC
Frontier orbital gap (eV): 10.25
Energy above the lowest of the compared OMol25 structures with the same formula, charge and spin (eV): 1.571
HOMO (eV): -9.14

Geometry (Å):
N -1.276 2.632 0.760
C -2.052 1.919 -0.250
C 1.771 -1.204 0.263
C 1.157 -2.245 -0.280
C -1.260 1.572 -1.507
C -1.423 2.262 1.955
C 1.084 0.052 0.697
C 1.841 -3.508 -0.708
H -2.535 1.019 0.164
H -2.850 2.624 -0.514
H 0.008 -0.038 0.589
H 1.659 -3.693 -1.768
H 1.349 0.316 1.724
H 1.416 0.879 0.059
H -1.920 1.527 -2.368
H -0.748 0.619 -1.400
H -1.971 1.348 2.201
H -0.509 2.338 -1.701
H 1.434 -4.368 -0.177
H -1.005 2.861 2.757
H 2.839 -1.272 0.456
H 0.080 -2.207 -0.424
H 2.912 -3.433 -0.527

These are the Mulliken partial charges, in e, on atoms 1 to 5: -0.3744, -0.2386, -0.1569, 0.0332, -1.0876


2 unconnected molecules or ions with the total composition C6H10OS. Source: the Open Molecules 2025 dataset; level of theory: ωB97M-V/def2-TZVPD.

## Properties
LUMO energy (eV): 0.065
SMILES: CC(C)=S.CC=C=O
Frontier orbital gap (eV): 8.56
Energy above the lowest of the compared OMol25 structures with the same formula, charge and spin (eV): 2.720
HOMO (eV): -8.49

Geometry (Å):
S -1.510 -1.318 -0.782
O 2.269 1.694 0.283
C 0.527 -0.856 1.047
C 0.007 -1.259 -0.257
C 1.081 -1.494 -1.273
C 1.256 2.156 -1.909
C 1.727 1.911 -0.738
C -0.211 1.933 -2.148
H 1.048 -0.695 -2.034
H 2.038 -1.443 -0.830
H -0.862 1.753 -1.260
H 0.768 -1.728 1.754
H 0.764 -2.589 -1.606
H 1.752 2.782 -2.624
H -0.219 0.972 -2.632
H 1.467 -0.374 0.816
H -0.216 -0.410 1.620
H -0.607 2.638 -2.853

These are the Mulliken partial charges, in e, on atoms 1 to 5: -0.2278, -0.4418, -1.0701, 0.5271, -0.9531


no.,strongest force on any atom (eV/A)
1,3.9
2,7.3
3,4.7
4,3.0
5,1.3
6,4.5
7,0.5
8,2.9